Entry 1:
Computed, not measured: an isolated ion of composition C5H11N2S2 and charge +1, with wB97M-V/def2-TZVPD.

Summary:
Net charge: +1
Frontier orbital gap in eV: 8.22
Molar mass in g/mol: 163.29
Spin multiplicity: 1
HOMO in eV: -12.51

Last column: natural (NBO) charge in e.
Positions of all 20 atoms, in Å:
C1 1.432 -0.535 1.134  -0.234
C2 0.058 -0.421 1.128  0.081
C3 2.060 1.036 -0.495  -0.083
C4 -2.799 -0.995 -0.758  -0.626
C5 -2.216 -0.099 0.300  -0.231
N1 2.259 -0.123 0.104  -0.414
N2 -0.762 0.182 0.243  -0.544
S1 1.018 2.238 0.060  0.211
S2 3.508 -1.203 -0.390  0.297
H1 2.089 -0.955 1.899  0.252
H2 -0.559 -0.705 1.879  0.223
H3 2.689 1.182 -1.237  0.217
H4 -2.253 -1.896 -0.685  0.217
H5 -3.948 -1.058 -0.670  0.248
H6 -2.726 -0.645 -1.699  0.217
H7 -2.566 -0.300 1.371  0.227
H8 -2.548 0.981 0.281  0.213
H9 -0.311 0.363 -0.643  0.393
H10 1.196 3.230 -0.902  0.194
H11 4.381 -0.275 -0.920  0.141



Entry 2:
Computed, not measured: C5H11N3 as an isolated structure, with wB97M-V/def2-TZVPD.

Summary:
Frontier orbital gap in eV: 7.67
Molar mass in g/mol: 113.16
Spin multiplicity: 1
HOMO in eV: -6.97

Last column: natural (NBO) charge in e.
Positions of all 19 atoms, in Å:
C1 -0.909 -1.330 -0.199  -0.498
C2 -1.406 1.363 1.170  -0.415
C3 1.761 0.508 -1.781  -0.428
C4 -0.084 -0.644 0.844  0.652
N1 0.705 -1.138 1.811  -0.742
C5 -0.370 -0.180 -1.060  0.167
N2 -0.273 0.677 0.554  -0.595
N3 0.913 -0.557 -1.318  -0.668
H1 1.043 -2.079 1.670  0.413
H2 1.295 -0.491 2.310  0.412
H3 -1.977 -1.254 0.031  0.220
H4 -0.603 -2.327 -0.508  0.235
H5 -0.988 0.386 -1.772  0.170
H6 -1.221 1.529 2.233  0.190
H7 -1.513 2.336 0.691  0.211
H8 -2.358 0.823 1.068  0.165
H9 2.698 0.084 -2.148  0.187
H10 1.324 1.066 -2.626  0.157
H11 1.963 1.227 -0.970  0.169



Entry 3:
Computed, not measured: one molecule with the formula C5H11N3, with wB97M-V/def2-TZVPD.

Summary:
Frontier orbital gap in eV: 7.64
SMILES string: C/C=N/N/C(N)=C/C
Molar mass in g/mol: 113.16
Spin multiplicity: 1
HOMO in eV: -6.64

Last column: natural (NBO) charge in e.
Positions of all 19 atoms, in Å:
C1 2.852 0.597 -0.527  -0.665
C2 -1.711 -0.257 -1.576  -0.636
N1 0.141 -0.311 1.709  -0.493
C3 -0.919 -0.334 0.825  0.370
N2 -2.151 -0.024 1.363  -0.818
C4 1.556 0.558 0.204  0.111
C5 -0.672 -0.483 -0.518  -0.427
N3 1.446 -0.147 1.280  -0.274
H1 0.052 -0.710 2.622  0.379
H2 -2.960 -0.312 0.831  0.394
H3 -2.228 -0.032 2.370  0.386
H4 0.842 1.345 -0.090  0.182
H5 0.131 -1.153 -0.789  0.214
H6 2.693 0.508 -1.602  0.221
H7 3.513 -0.205 -0.184  0.226
H8 3.361 1.544 -0.340  0.222
H9 -2.346 0.594 -1.330  0.203
H10 -1.235 -0.052 -2.534  0.211
H11 -2.367 -1.125 -1.715  0.194



Entry 4:
Computed, not measured: C5H11N3 as an isolated structure, with wB97M-V/def2-TZVPD.

Summary:
Frontier orbital gap in eV: 7.64
Molar mass in g/mol: 113.16
Spin multiplicity: 1
HOMO in eV: -7.02

Last column: natural (NBO) charge in e.
Positions of all 19 atoms, in Å:
C1 0.694 0.964 -0.221  0.509
C2 0.426 1.292 1.219  -0.681
C3 0.583 2.098 -1.194  -0.689
N1 1.329 -0.144 -0.494  -0.796
C4 -1.667 -0.979 -0.237  0.090
C5 -0.547 -2.962 0.688  0.012
N2 -1.588 0.222 -0.454  -0.603
N3 -0.434 -1.808 0.194  -0.472
H1 1.559 -0.233 -1.480  0.358
H2 0.588 -1.154 -0.015  0.434
H3 -2.534 -1.672 -0.274  0.100
H4 1.342 2.853 -0.962  0.224
H5 0.343 0.391 1.825  0.224
H6 -0.481 1.882 1.324  0.241
H7 1.274 1.876 1.597  0.222
H8 -0.400 2.557 -1.109  0.256
H9 0.725 1.762 -2.221  0.217
H10 0.319 -3.508 1.058  0.185
H11 -1.531 -3.439 0.757  0.169



Entry 5:
Computed, not measured: a 2-piece molecular cluster, C5H11N3 overall, with wB97M-V/def2-TZVPD.

Summary:
Frontier orbital gap (spin up / spin down) in eV: 8.26 / 8.49
Molar mass in g/mol: 113.16
Spin multiplicity: 1
HOMO (spin up / spin down) in eV: -7.79 / -7.97

Last column: natural (NBO) charge in e.
Positions of all 19 atoms, in Å:
C1 -3.018 -0.318 -0.070  0.198
C2 -0.584 -1.117 1.286  -0.153
C3 1.314 1.664 -0.597  -0.604
C4 2.014 -0.759 -0.623  -0.634
C5 1.198 0.302 0.109  -0.058
N1 -3.816 0.668 -0.140  -0.644
N2 -0.097 -0.049 0.400  -0.257
N3 -0.896 -1.001 -0.127  -0.191
H1 -3.478 -1.288 -0.043  0.136
H2 -3.313 1.545 -0.083  0.349
H3 -0.133 -2.052 1.558  0.186
H4 -1.436 -0.889 1.979  0.183
H5 2.003 2.278 -0.157  0.208
H6 1.657 1.472 -1.540  0.202
H7 0.433 2.245 -0.777  0.220
H8 1.856 -1.754 -0.136  0.209
H9 3.102 -0.583 -0.530  0.222
H10 1.627 -0.900 -1.645  0.222
H11 1.568 0.536 1.138  0.206



Entry 6:
Computed, not measured: C5H11N3 as an isolated structure, with wB97M-V/def2-TZVPD.

Summary:
Net charge: +2
Frontier orbital gap (spin up / spin down) in eV: 8.57 / 8.59
Molar mass in g/mol: 113.16
Spin multiplicity: 1
HOMO (spin up / spin down) in eV: -18.25 / -17.44

Last column: natural (NBO) charge in e.
Positions of all 19 atoms, in Å:
C1 -1.665 -0.177 -0.625  0.171
C2 -0.962 2.113 -1.111  0.505
C3 0.099 3.495 -1.930  -0.039
C4 -1.031 -1.067 0.385  -0.320
C5 1.312 -0.937 -0.259  -0.460
N1 -1.222 0.974 -0.939  -0.390
N2 0.310 -0.625 0.752  -0.242
N3 0.742 -1.145 2.024  -0.521
H1 -2.562 -0.536 -1.129  0.271
H2 0.875 3.810 -1.260  0.219
H3 -0.494 4.048 -2.643  0.233
H4 -1.688 -1.065 1.269  0.267
H5 -1.051 -2.095 -0.019  0.250
H6 0.956 -0.609 -1.232  0.244
H7 2.231 -0.395 -0.044  0.239
H8 1.525 -2.009 -0.323  0.216
H9 0.853 -2.185 2.059  0.434
H10 0.102 -0.862 2.788  0.460
H11 1.670 -0.731 2.239  0.464